Record 1
This record from the OMol25 dataset describes the molecule C4H8O2 in a non-equilibrium geometry. The level of theory is ωB97M-V with the def2-TZVPD basis set.

```
14
C4H8O2, DFT ωB97M-V with the def2-TZVPD basis set
C -1.1970 0.1297 -1.2070
O -1.0689 -0.6975 -0.0501
C 0.0654 -0.5097 0.6886
C 1.3140 -0.4863 -0.1553
C -0.1354 0.8026 1.5116
O -1.1514 1.4618 1.4998
H -0.4897 -0.1704 -2.0078
H -0.9571 1.1697 -0.9606
H -2.2689 0.0362 -1.5491
H 0.1264 -1.3107 1.4224
H 2.1638 -0.7244 0.4772
H 1.2898 -1.3120 -0.9657
H 1.5250 0.4742 -0.7496
H 0.7838 1.1367 2.0456
```

Properties
Structure (SMILES): CO[C@@H](C)C=O
Molecular weight, g mol⁻¹: 88.11

***

Record 2
This record from the OMol25 dataset describes the molecule C4H8O2. The level of theory is ωB97M-V with the def2-TZVPD basis set.

```
14
C4H8O2, DFT ωB97M-V with the def2-TZVPD basis set
C -1.4177 -1.2084 0.2550
C -1.1620 0.2603 0.4810
O -1.0332 1.0690 -0.6833
C 0.1011 0.9287 0.1619
C 1.3123 0.1931 -0.3525
O 2.2868 1.1607 -0.6881
H -2.4800 -1.3716 0.0452
H -1.1534 -1.7990 1.1394
H -0.8468 -1.5792 -0.6005
H -1.7675 0.7132 1.2698
H 0.3621 1.8352 0.7113
H 1.6798 -0.4807 0.4394
H 1.0298 -0.4195 -1.2203
H 3.0885 0.6983 -0.9583
```

Properties
Structure (SMILES): C[C@@H]1O[C@@H]1CO
Molecular weight, g mol⁻¹: 88.11

***

Record 3
This record from the OMol25 dataset describes a structure of composition C4H8O2. The level of theory is ωB97M-V with the def2-TZVPD basis set.

```
14
C4H8O2, DFT ωB97M-V with the def2-TZVPD basis set
C -0.9411 -1.2331 -0.9243
C -0.6329 -0.1504 0.1013
O 0.0886 -0.3684 1.3732
C 0.5741 1.0022 1.2463
C 0.4968 0.8225 -0.2584
O 1.6194 0.0831 -0.6870
H -0.2038 -1.2048 -1.7334
H -0.9947 -2.2510 -0.5372
H -1.9199 -1.0008 -1.3602
H -1.5625 0.3409 0.4046
H 1.5600 1.1901 1.6816
H -0.1602 1.7157 1.6444
H 0.3456 1.6429 -0.9597
H 1.7306 -0.5889 0.0088
```

Properties
Molecular weight, g mol⁻¹: 88.11

***

Record 4
This record from the OMol25 dataset describes the molecule C4H8O2 in a non-equilibrium geometry. The level of theory is ωB97M-V with the def2-TZVPD basis set.

```
14
C4H8O2, DFT ωB97M-V with the def2-TZVPD basis set
O -1.2526 -1.2225 -1.1563
C -1.5827 -0.8841 0.1327
C -0.2889 -0.4479 0.7213
C 0.3875 0.6911 -0.5744
C 1.7248 0.9693 -0.0462
O 1.5889 0.7429 -1.4162
H -0.3418 -0.4519 -1.1943
H -2.3972 -0.1431 0.2447
H -1.7923 -1.7055 0.8487
H -0.3447 0.0667 1.6985
H 0.4129 -1.2907 0.7444
H -0.2534 1.5516 -0.7983
H 2.2268 0.1546 0.4813
H 1.9127 1.9695 0.3141
```

Properties
Structure (SMILES): OCC[C@H]1CO1
Molecular weight, g mol⁻¹: 88.11

***

Record 5
This record from the OMol25 dataset describes the molecule C4H8O2. The level of theory is ωB97M-V with the def2-TZVPD basis set.

```
14
C4H8O2, DFT ωB97M-V with the def2-TZVPD basis set
C -1.9268 -0.5034 -0.4605
C -0.5644 -0.1153 -1.0369
O 0.0706 0.6840 -0.0335
C 1.4486 0.8110 0.2873
C 1.5841 -0.0965 1.4968
O 1.7679 -1.2839 1.3890
H -2.3703 0.3714 0.0252
H -1.8364 -1.2980 0.2874
H -2.6232 -0.8427 -1.2366
H -0.0167 -1.0160 -1.3509
H -0.7114 0.5061 -1.9324
H 1.6307 1.8598 0.5756
H 2.1760 0.5492 -0.4931
H 1.3713 0.3741 2.4825
```

Properties
Structure (SMILES): CCOCC=O
Molecular weight, g mol⁻¹: 88.11

***

Record 6
This record from the OMol25 dataset describes the molecule C4H8O2. The level of theory is ωB97M-V with the def2-TZVPD basis set.

```
14
C4H8O2, DFT ωB97M-V with the def2-TZVPD basis set
C -2.1737 -0.4235 0.6434
C -1.1791 0.1268 -0.3570
O 0.1188 0.1273 0.2602
C 1.1578 0.2481 -0.5852
C 2.4773 0.1713 0.1388
O 1.0341 0.3721 -1.7808
H -1.8412 -1.3984 1.0124
H -2.2983 0.2466 1.4990
H -3.1479 -0.5516 0.1602
H -1.1362 -0.4790 -1.2656
H -1.4242 1.1525 -0.6545
H 2.4183 0.6343 1.1258
H 3.2436 0.6546 -0.4687
H 2.7507 -0.8808 0.2719
```

Properties
Structure (SMILES): CCOC(C)=O
Molecular weight, g mol⁻¹: 88.11

***

Record 7
This record from the OMol25 dataset describes a cluster of 2 separate species, C4H8O2 in total in a non-equilibrium geometry. The level of theory is ωB97M-V with the def2-TZVPD basis set.

```
14
C4H8O2, DFT ωB97M-V with the def2-TZVPD basis set
C 2.0715 1.2052 0.7910
C 0.0072 0.5941 0.8254
C -0.1714 -0.3303 -0.3218
O 0.7733 -0.8208 -0.9118
C -1.5784 -0.7281 -0.7692
O -1.5084 -1.7439 -1.7196
H 2.4424 0.9131 1.7789
H 1.0652 1.7024 0.6095
H 2.4954 0.5468 0.0326
H -0.8396 1.3160 0.8916
H 0.0560 0.0793 1.7739
H -2.1587 -1.0555 0.1076
H -2.0960 0.1590 -1.1726
H -0.5585 -1.8373 -1.9154
```

Properties
Molecular weight, g mol⁻¹: 88.11

***

Record 8
This record from the OMol25 dataset describes the molecule C4H8O2 in a non-equilibrium geometry. The level of theory is ωB97M-V with the def2-TZVPD basis set.

```
14
C4H8O2, DFT ωB97M-V with the def2-TZVPD basis set
C -0.7371 -0.8786 0.7432
C -0.0103 0.7050 0.1011
C -1.0960 1.0609 -0.8700
O -2.1411 1.5702 -0.5379
C 1.2862 0.1601 -0.4405
O 1.4540 -1.1129 0.1719
H -1.4489 -0.3658 1.3473
H -0.3348 -1.7488 1.3382
H -1.1547 -1.3600 -0.1493
H 0.0866 1.5162 0.8510
H -0.9475 0.6867 -1.9094
H 1.2258 -0.0317 -1.5185
H 2.1916 0.7398 -0.2350
H 1.6262 -0.9412 1.1078
```

Properties
Structure (SMILES): C[C@H](C=O)CO
Molecular weight, g mol⁻¹: 88.11

***

Looking at energy above the lowest of the compared OMol25 structures with the same formula, charge and spin for the records above, in order, we have 192.8, 195.6, 221.8, 527.5, 198.3, 23.6, 468.0, 322.1 kJ/mol.